1.
ORCA calculation (ωB97M-V/def2-TZVPD) on a structure of composition C17H28HgNO2P2Se in a non-equilibrium geometry.

Computed properties:
Frontier orbital gap (alpha / beta) (eV): 3.55 / 3.55
Relative energy (zero: lowest compared OMol25 entry of this formula, charge and spin) (kJ/mol): 0.0
E_tot (hartree): -4107.01285
Lowest unoccupied orbital energy (alpha / beta) (eV): -4.0 / -4.0

Structure (ORCA input):
```
! wB97M-V def2-TZVPD RIJCOSX def2/J DEFGRID3
* xyz 1 1
Hg 0.251 -0.131 -0.389
P 1.853 0.424 1.281
C 3.438 -0.337 0.651
C 3.298 -1.310 -0.527
N 2.105 -1.520 -1.086
C 1.942 -2.355 -2.132
C 3.036 -3.067 -2.625
C 4.281 -2.826 -2.105
C 4.453 -1.939 -1.043
C 0.535 -2.531 -2.674
P -0.646 -1.151 -2.328
H 5.423 -1.690 -0.579
H 2.827 -3.771 -3.473
H 5.171 -3.361 -2.512
H 0.581 -2.647 -3.771
H 0.085 -3.425 -2.201
H 4.100 0.493 0.385
H 3.908 -0.878 1.507
H 1.862 2.308 -3.351
O 0.992 2.373 -3.052
H 0.577 3.132 -3.421
H -2.909 3.616 0.598
O -1.769 3.628 0.008
H -1.818 3.130 -0.948
C -0.599 -0.136 -3.827
H -0.126 -0.723 -4.639
H -1.640 0.117 -4.104
H -0.051 0.816 -3.623
C -2.313 -1.858 -2.163
H -2.939 -1.136 -1.595
H -2.725 -2.016 -3.184
H -2.238 -2.812 -1.601
C 1.581 -0.320 2.913
H 2.358 0.067 3.604
H 0.553 -0.023 3.215
H 1.661 -1.416 2.785
C 2.182 2.201 1.478
H 1.335 2.626 2.035
H 3.112 2.387 2.043
H 2.239 2.707 0.500
Se -3.966 2.332 0.314
C -3.753 1.672 2.100
C -2.564 1.392 2.810
C -2.626 0.829 4.091
C -3.874 0.530 4.688
C -5.043 0.792 3.964
C -4.986 1.359 2.706
H -1.581 1.603 2.362
H -1.723 0.615 4.674
H -3.934 0.101 5.684
H -6.019 0.553 4.406
H -5.899 1.576 2.148
*
```

2.
ORCA calculation (ωB97M-V/def2-TZVPD) on a structure of composition C17H28IrNO3PS in a non-equilibrium geometry.

Computed properties:
Frontier orbital gap (alpha / beta) (eV): 5.09 / 4.73
E_tot (hartree): -1787.00569
Lowest unoccupied orbital energy (alpha / beta) (eV): -14.2 / -18.5

Structure (ORCA input):
```
! wB97M-V def2-TZVPD RIJCOSX def2/J DEFGRID3
* xyz 4 6
Ir 0.057 -0.395 0.894
C -1.791 -0.972 0.866
O -2.930 -1.189 0.917
C -0.123 1.479 1.179
O -0.236 2.624 1.328
C 2.002 -0.425 1.147
O 3.131 -0.314 1.388
C -1.413 0.604 -2.314
P 0.074 -0.103 -1.451
H 0.640 -1.834 -2.995
H -2.246 -0.076 -2.029
C 1.585 0.632 -2.284
H 1.281 0.633 -3.349
C -1.259 0.603 -3.846
H -0.976 -0.363 -4.270
H -0.554 1.380 -4.147
H -2.211 0.886 -4.301
C -1.760 2.023 -1.835
H -0.978 2.719 -2.144
C 0.962 -2.692 -1.065
H -1.912 2.076 -0.755
H -2.682 2.346 -2.326
C -1.258 -2.453 -2.217
H 0.700 -2.455 -0.008
H 0.769 -3.760 -1.238
H 2.038 -2.494 -1.135
C 0.131 -1.855 -2.028
H -1.142 -3.532 -2.377
H -1.767 -2.051 -3.100
H -1.877 -2.298 -1.321
C 2.875 -0.217 -2.208
H 3.237 -0.310 -1.177
H 3.651 0.301 -2.793
H 2.743 -1.213 -2.657
C 1.859 2.089 -1.874
H 2.076 2.173 -0.801
H 1.028 2.755 -2.150
H 2.744 2.433 -2.428
H -0.237 -4.813 0.142
H -0.174 -4.430 0.782
S 0.028 -1.345 3.187
C -0.205 0.068 4.152
N -1.480 0.235 4.621
C -1.814 1.267 5.448
C -0.841 2.157 5.834
C 0.483 1.998 5.414
C 0.807 0.919 4.598
H -2.185 -0.486 4.396
H -2.848 1.290 5.793
H -1.093 2.963 6.536
H 1.261 2.699 5.740
H 1.829 0.721 4.260
*
```

3.
ORCA calculation (ωB97M-V/def2-TZVPD) on a structure of composition C17H28LuN7O3S4Sb.

Computed properties:
Frontier orbital gap (eV): 5.91
Relative energy (zero: lowest compared OMol25 entry of this formula, charge and spin) (kJ/mol): 0.0
E_tot (hartree): -4342.55943
Lowest unoccupied orbital energy (eV): 2.2

Structure (ORCA input):
```
! wB97M-V def2-TZVPD RIJCOSX def2/J DEFGRID3
* xyz -1 1
Lu -0.952 0.255 0.413
N 1.318 -3.129 -1.998
C 0.713 -3.885 -0.899
C -0.794 -4.072 -1.060
N -1.670 -2.974 -0.615
C -2.672 -2.673 -1.631
C -2.094 -1.791 -2.729
N -1.791 -0.469 -2.165
C -2.300 -3.326 0.654
C -1.348 -3.206 1.835
N -1.076 -1.778 2.070
H 1.466 -3.727 -2.804
H 2.234 -2.825 -1.669
H 0.908 -3.328 0.011
H 1.164 -4.882 -0.799
H -1.076 -4.984 -0.515
H -0.986 -4.279 -2.117
H -3.482 -2.111 -1.164
H -3.101 -3.597 -2.054
H -2.817 -1.729 -3.552
H -1.171 -2.226 -3.117
H -2.643 0.077 -2.073
H -1.198 0.053 -2.796
H -2.734 -4.340 0.605
H -3.112 -2.624 0.853
H -0.422 -3.756 1.652
H -1.843 -3.643 2.709
H -0.262 -1.665 2.663
H -1.856 -1.446 2.661
O 3.178 -0.642 -0.155
C 2.168 -0.137 0.346
O 0.990 -0.610 0.303
C 2.281 1.229 0.986
C 3.460 1.681 1.605
C 3.520 2.975 2.034
C 2.425 3.836 1.791
C 2.444 5.218 2.082
C 1.368 6.004 1.769
C 0.215 5.438 1.187
C 0.154 4.099 0.916
C 1.269 3.277 1.193
N 1.209 1.972 0.830
H 4.288 0.996 1.722
H 4.401 3.362 2.533
H 3.322 5.646 2.551
H 1.398 7.066 1.975
H -0.629 6.077 0.958
H -0.732 3.631 0.500
S -2.943 1.920 -0.316
Sb -3.376 1.034 2.916
S -3.626 0.146 0.507
S -0.973 1.281 2.836
S -3.638 -0.985 4.005
N 1.537 0.583 -2.597
C 0.954 1.686 -2.057
N 1.614 2.874 -2.215
O -0.174 1.658 -1.560
H 2.543 0.548 -2.654
H 1.115 -0.307 -2.335
H 2.610 2.887 -2.344
H 1.225 3.634 -1.679
*
```